No. 1
The following is a DFT calculation (the ωB97M-V functional and the def2-TZVPD basis) of a single C11H21NO molecule in a non-equilibrium geometry.

Properties
* lowest unoccupied orbital energy: 0.9 eV
* M: 183.29 g mol⁻¹
* energy above the lowest of the compared OMol25 structures with the same formula, charge and spin: 47.2 kcal/mol
* gap between HOMO and LUMO: 9.5 eV
* SMILES: CNC/C=C/[C@@H](CC(C)C)C(C)=O
* max |F|: 3.1 eV Å⁻¹

```
! wB97M-V def2-TZVPD RIJCOSX def2/J DEFGRID3
* xyz 0 1
C -0.2349 2.1806 -3.4290
N -1.2858 2.2227 -2.4267
C -0.9845 2.6940 -1.0701
C -0.0811 1.7392 -0.3647
C -0.1133 0.3652 -0.4510
C 0.8632 -0.5012 0.2956
C 0.1661 -1.6920 1.0750
C -0.5910 -1.2951 2.3783
C -0.7328 -2.5497 3.2440
C -1.9208 -0.6314 2.0072
C 1.8162 -1.0648 -0.7408
C 3.0386 -0.2958 -1.2216
O 1.5979 -2.1537 -1.2668
H 0.4793 1.3642 -3.2227
H -0.7032 1.9663 -4.4178
H 0.3241 3.1478 -3.4616
H -1.7758 1.3559 -2.3940
H -0.4669 3.6534 -1.1459
H -1.8982 2.8330 -0.5086
H 0.6100 2.2167 0.3144
H -0.8261 -0.1460 -1.0811
H 1.3873 0.1295 1.0271
H -0.4638 -2.2956 0.3948
H 0.9182 -2.3662 1.4267
H 0.0091 -0.5720 2.9099
H -1.3335 -3.3071 2.7207
H -1.1992 -2.2629 4.2176
H 0.2219 -2.9957 3.5080
H -2.5924 -1.3181 1.4346
H -1.7497 0.2799 1.4187
H -2.4458 -0.3721 2.9282
H 3.7821 -0.2359 -0.4435
H 3.4466 -0.8088 -2.0894
H 2.7381 0.7158 -1.5653
*
```

Charges obtained by Mulliken population analysis, quoted in units of e: number 1, C, carries -0.71; number 2, N, carries -0.37; number 3, C, carries -0.86; number 4, C, carries 0.09; number 5, C, carries -0.86; number 6, C, carries 1.09; number 7, C, carries -1.57; number 8, C, carries 0.86; number 9, C, carries -1.59; number 10, C, carries -1.20; number 11, C, carries 0.29; number 12, C, carries -1.27; number 13, O, carries -0.59; number 14, H, carries 0.20; number 15, H, carries 0.30; number 16, H, carries 0.26; number 17, H, carries 0.28; number 18, H, carries 0.37; number 19, H, carries 0.30; number 20, H, carries 0.38; number 21, H, carries 0.17; number 22, H, carries 0.41; number 23, H, carries 0.32; number 24, H, carries 0.45; number 25, H, carries 0.22; number 26, H, carries 0.31; number 27, H, carries 0.40; number 28, H, carries 0.42; number 29, H, carries 0.26; number 30, H, carries 0.24; number 31, H, carries 0.42; number 32, H, carries 0.36; number 33, H, carries 0.35; number 34, H, carries 0.29



No. 2
The following is a DFT calculation (the ωB97M-V functional and the def2-TZVPD basis) of C21H9Cl5N3O8RuS2 as an isolated structure in a non-equilibrium geometry.

Properties
* lowest unoccupied orbital energy (alpha / beta): 4.1 / 4.1 eV
* expectation value of S²: 0.756
* M: 773.78 g mol⁻¹
* energy above the lowest of the compared OMol25 structures with the same formula, charge and spin: 26.9 kcal/mol
* gap between HOMO and LUMO (alpha / beta): 7.4 / 7.3 eV
* max |F|: 2.0 eV Å⁻¹

```
! wB97M-V def2-TZVPD RIJCOSX def2/J DEFGRID3
* xyz -2 2
Ru 0.4264 0.6050 0.1105
Cl -0.8541 2.1427 2.9898
C -1.0077 2.9818 1.4823
C -0.6449 2.3800 0.2628
C -1.0294 3.1267 -0.8676
Cl -0.9310 2.4246 -2.4544
C -1.5816 4.4054 -0.8067
Cl -1.9976 5.2865 -2.2399
C -1.8151 5.0060 0.4258
Cl -2.4628 6.6064 0.5227
C -1.5458 4.2704 1.5718
Cl -1.9048 4.9948 3.1064
O 1.5488 1.2331 1.8091
S 2.6604 0.2424 1.8905
O 3.9192 0.7742 2.3418
O 2.6945 -0.4708 0.6221
C 2.2067 -1.0140 3.1123
C 3.0241 -1.0636 4.2329
C 2.8809 -2.0580 5.1909
C 1.9138 -3.0318 5.0198
C 1.0800 -2.9797 3.9113
C 1.2017 -1.9804 2.9564
S -0.0940 -1.9461 1.6919
O 0.5185 -2.1269 0.3897
O -1.0256 -2.9816 2.0761
O -0.5806 -0.5521 1.8092
H 3.8011 -0.3187 4.3269
H 3.5327 -2.0689 6.0561
H 1.7902 -3.8241 5.7486
H 0.2909 -3.7063 3.7778
O -1.7466 -0.0681 -0.6690
C -1.1028 -0.5112 -1.6441
O 0.1415 -0.2424 -1.7486
C -1.7442 -1.3498 -2.6964
C -3.1237 -1.3328 -2.8516
C -3.7181 -2.1067 -3.8367
C -2.9343 -2.9078 -4.6568
C -1.5550 -2.9303 -4.4957
C -0.9576 -2.1474 -3.5194
H -3.7109 -0.7132 -2.1866
H -4.7938 -2.0888 -3.9642
H -3.3998 -3.5161 -5.4238
H -0.9428 -3.5555 -5.1338
H 0.1146 -2.1333 -3.3780
N 2.9997 1.7643 -5.2191
C 3.0696 1.8510 -4.0632
N 3.2833 2.0019 -2.7779
C 2.4121 1.8237 -1.8614
N 1.6938 1.8052 -0.9409
*
```

Charges obtained by Mulliken population analysis, quoted in units of e: number 1, Ru, carries 0.74; number 2, Cl, carries -0.18; number 3, C, carries 0.61; number 4, C, carries -0.37; number 5, C, carries 0.97; number 6, Cl, carries -0.18; number 7, C, carries -0.19; number 8, Cl, carries -0.23; number 9, C, carries 0.34; number 10, Cl, carries -0.23; number 11, C, carries -0.18; number 12, Cl, carries -0.23; number 13, O, carries -0.49; number 14, S, carries 1.63; number 15, O, carries -0.75; number 16, O, carries -0.61; number 17, C, carries -0.21; number 18, C, carries -0.51; number 19, C, carries -0.55; number 20, C, carries -0.51; number 21, C, carries -0.51; number 22, C, carries -0.23; number 23, S, carries 1.46; number 24, O, carries -0.61; number 25, O, carries -0.78; number 26, O, carries -0.54; number 27, H, carries 0.50; number 28, H, carries 0.36; number 29, H, carries 0.36; number 30, H, carries 0.50; number 31, O, carries -0.69; number 32, C, carries 1.20; number 33, O, carries -0.98; number 34, C, carries 0.09; number 35, C, carries -0.28; number 36, C, carries -0.60; number 37, C, carries -0.32; number 38, C, carries -0.64; number 39, C, carries -0.37; number 40, H, carries 0.42; number 41, H, carries 0.37; number 42, H, carries 0.35; number 43, H, carries 0.38; number 44, H, carries 0.45; number 45, N, carries -0.64; number 46, C, carries 0.52; number 47, N, carries -0.79; number 48, C, carries 0.62; number 49, N, carries -0.43



No. 3
The following is a DFT calculation (the ωB97M-V functional and the def2-TZVPD basis) of a single C5H8N2 molecule in a non-equilibrium geometry.

Properties
* lowest unoccupied orbital energy: 0.9 eV
* M: 96.13 g mol⁻¹
* energy above the lowest of the compared OMol25 structures with the same formula, charge and spin: 36.4 kcal/mol
* gap between HOMO and LUMO: 10.8 eV
* SMILES: C[C@@]1(CC#N)CN1
* max |F|: 1.1 eV Å⁻¹

```
! wB97M-V def2-TZVPD RIJCOSX def2/J DEFGRID3
* xyz 0 1
C 1.2558 0.1460 -0.5523
C -0.2265 0.0282 -0.2285
C -0.4491 -0.9374 0.9507
C 0.7268 -0.8829 1.8286
N 1.7018 -0.7609 2.4389
C -1.1671 1.1545 -0.4765
N -1.2365 -0.0625 -1.2814
H 1.5701 -0.6999 -1.1755
H 1.5124 1.0863 -1.0369
H 1.8507 0.0978 0.3703
H -0.5761 -1.9652 0.5892
H -1.3279 -0.6810 1.5493
H -0.7619 2.0587 -0.9307
H -2.0333 1.3268 0.1613
H -0.8394 0.0915 -2.2066
*
```

Charges obtained by Mulliken population analysis, quoted in units of e: number 1, C, carries -1.43; number 2, C, carries 0.90; number 3, C, carries -0.41; number 4, C, carries 0.36; number 5, N, carries -0.50; number 6, C, carries -0.70; number 7, N, carries -0.66; number 8, H, carries 0.30; number 9, H, carries 0.37; number 10, H, carries 0.41; number 11, H, carries 0.25; number 12, H, carries 0.33; number 13, H, carries 0.26; number 14, H, carries 0.25; number 15, H, carries 0.27



No. 4
The following is a DFT calculation (the ωB97M-V functional and the def2-TZVPD basis) of C42H49N7O7P3S2Sn as an isolated structure in a non-equilibrium geometry.

Properties
* lowest unoccupied orbital energy (alpha / beta): 4.0 / 4.0 eV
* expectation value of S²: 0.763
* M: 1039.66 g mol⁻¹
* gap between HOMO and LUMO (alpha / beta): 3.2 / 4.6 eV
* max |F|: 4.8 eV Å⁻¹

```
! wB97M-V def2-TZVPD RIJCOSX def2/J DEFGRID3
* xyz -2 2
Sn 1.1159 -1.4019 -0.1962
C -3.0394 1.0701 5.6600
N -3.6505 1.8150 4.5160
C -4.8849 1.5766 3.9882
C -5.1081 2.6861 3.1979
N -4.0924 3.5797 3.1702
C -3.1493 3.0074 3.9969
P -1.4950 3.6939 4.2347
C -1.3409 4.1695 2.5007
N -0.6776 3.4494 1.5098
C -0.7627 4.2508 0.4047
C -1.4175 5.4555 0.6387
N -1.8262 5.3821 1.9372
C -2.7055 6.3244 2.6964
C -0.4769 2.1566 4.0910
N -1.0050 0.9161 3.7008
C 0.1094 0.0966 3.6253
C 1.2523 0.8076 3.8741
N 0.9009 2.1189 4.1657
C 1.5984 3.0305 5.0527
H -2.7392 0.0472 5.3264
H -3.8281 0.9531 6.4396
H -2.2710 1.7351 6.0523
H -5.5982 0.7372 4.1639
H -6.1217 2.8796 2.8180
H -0.2017 3.8413 -0.4486
H -1.5303 6.2826 -0.0440
H -2.9010 7.1329 1.9572
H -2.2329 6.6818 3.6302
H -3.6331 5.7950 2.9637
H 0.0443 -0.8567 3.1651
H 2.3048 0.5724 3.8530
H 1.0809 3.2426 6.0053
H 1.8342 3.9807 4.5876
H 2.5523 2.6048 5.4460
O 1.0867 -4.8537 1.3410
C 1.6005 -3.7790 1.1486
O 1.0533 -2.6164 1.5142
C 2.8054 -3.6098 0.1034
O 3.7974 -4.3710 0.1716
O 2.7476 -2.5429 -0.6251
C 3.6083 3.9332 0.5956
C 4.9067 3.1891 0.3939
O 4.8021 1.9996 1.2785
P 4.1692 0.5499 0.7474
S 4.3124 -0.6409 2.2732
S 2.2142 0.9051 0.2071
O 5.0404 0.2919 -0.5744
C 6.0126 -0.8089 -0.5915
C 7.1014 -0.4887 -1.6569
H 3.7466 4.9899 0.3159
H 3.5517 4.1395 1.6962
H 2.6723 3.4867 0.1092
H 5.7498 3.6856 0.8338
H 5.1403 2.8928 -0.6314
H 5.4818 -1.7218 -0.9194
H 6.4992 -0.9233 0.4182
H 6.6472 -0.3477 -2.6337
H 7.9102 -1.2390 -1.6954
H 7.5743 0.4995 -1.4001
C -3.3524 -3.8235 1.7339
C -2.0298 -4.4249 1.1263
C -2.0091 -5.9415 1.6405
C -1.8081 -4.2735 -0.2916
C -3.0772 -4.5551 -1.1604
O -3.6162 -3.2019 -1.5795
C -2.5049 -2.3507 -1.3852
N -1.5428 -2.8317 -0.6934
C -2.5862 -1.0434 -2.0498
C -3.8459 -0.4401 -2.2125
C -3.9997 0.9333 -2.3165
C -2.8615 1.7286 -2.2657
C -1.6439 1.1156 -2.4864
C -1.5300 -0.2928 -2.5298
P 0.1051 -0.9951 -2.7461
C 1.0355 0.2139 -3.7343
C 0.3933 0.7375 -4.8398
C 0.9656 1.7205 -5.6477
C 2.2749 2.0645 -5.3688
C 3.0263 1.3487 -4.4102
C 2.4006 0.5524 -3.5315
C 0.0986 -2.3926 -3.8982
C -0.9677 -2.5905 -4.7863
C -1.1900 -3.7768 -5.4006
C -0.1449 -4.7629 -5.3806
C 0.8453 -4.5865 -4.4344
C 0.9932 -3.4259 -3.7111
H -3.6321 -2.8901 1.2492
H -3.2116 -3.5586 2.7753
H -4.2295 -4.4748 1.7103
H -1.1087 -4.0070 1.6386
H -2.8642 -6.5673 1.3208
H -1.9184 -5.9700 2.7712
H -1.0767 -6.4385 1.3348
H -0.8891 -4.7424 -0.6443
H -3.9285 -5.1228 -0.7514
H -2.7061 -5.0790 -2.1169
H -4.7389 -1.0239 -2.1995
H -5.0016 1.3421 -2.3370
H -2.8892 2.8190 -2.1342
H -0.7684 1.7211 -2.6879
H -0.5799 0.2741 -5.0828
H 0.3837 2.1079 -6.4647
H 2.7806 2.8099 -6.0209
H 4.1105 1.4648 -4.2824
H 2.8547 0.1387 -2.6112
H -1.5988 -1.7011 -4.9597
H -2.1255 -3.9629 -5.8662
H -0.0468 -5.6168 -6.0767
H 1.6339 -5.3455 -4.3163
H 1.7867 -3.3165 -2.9887
*
```

These are the Mulliken partial charges, in e, on atoms 1 to 99: number 1, Sn, carries 0.90; number 2, C, carries -0.93; number 3, N, carries 0.40; number 4, C, carries -0.08; number 5, C, carries -0.85; number 6, N, carries -0.36; number 7, C, carries 0.25; number 8, P, carries -0.62; number 9, C, carries -0.10; number 10, N, carries 0.02; number 11, C, carries -0.44; number 12, C, carries -0.50; number 13, N, carries 0.41; number 14, C, carries -0.85; number 15, C, carries -0.04; number 16, N, carries -0.20; number 17, C, carries -1.22; number 18, C, carries -0.36; number 19, N, carries 0.72; number 20, C, carries -1.11; number 21, H, carries 0.27; number 22, H, carries 0.37; number 23, H, carries 0.33; number 24, H, carries 0.38; number 25, H, carries 0.36; number 26, H, carries 0.44; number 27, H, carries 0.40; number 28, H, carries 0.33; number 29, H, carries 0.28; number 30, H, carries 0.31; number 31, H, carries 0.80; number 32, H, carries 0.43; number 33, H, carries 0.38; number 34, H, carries 0.35; number 35, H, carries 0.35; number 36, O, carries -0.63; number 37, C, carries 0.58; number 38, O, carries -0.19; number 39, C, carries 0.48; number 40, O, carries -0.74; number 41, O, carries -0.57; number 42, C, carries -0.73; number 43, C, carries -0.34; number 44, O, carries -0.48; number 45, P, carries 0.50; number 46, S, carries -0.49; number 47, S, carries 0.10; number 48, O, carries -0.26; number 49, C, carries -0.06; number 50, C, carries -1.24; number 51, H, carries 0.49; number 52, H, carries 0.15; number 53, H, carries 0.09; number 54, H, carries 0.31; number 55, H, carries 0.18; number 56, H, carries 0.08; number 57, H, carries 0.44; number 58, H, carries 0.27; number 59, H, carries 0.36; number 60, H, carries 0.28; number 61, C, carries -1.66; number 62, C, carries 1.23; number 63, C, carries -1.65; number 64, C, carries -0.50; number 65, C, carries -0.57; number 66, O, carries -0.44; number 67, C, carries -0.30; number 68, N, carries 0.37; number 69, C, carries 0.25; number 70, C, carries -0.84; number 71, C, carries -0.65; number 72, C, carries -0.54; number 73, C, carries -1.06; number 74, C, carries 0.29; number 75, P, carries 0.16; number 76, C, carries 0.44; number 77, C, carries 0.28; number 78, C, carries -0.82; number 79, C, carries -0.47; number 80, C, carries -0.49; number 81, C, carries -0.42; number 82, C, carries 0.70; number 83, C, carries -0.19; number 84, C, carries -0.65; number 85, C, carries -0.63; number 86, C, carries -0.45; number 87, C, carries -0.37; number 88, H, carries 0.34; number 89, H, carries 0.44; number 90, H, carries 0.31; number 91, H, carries -0.20; number 92, H, carries 0.35; number 93, H, carries 0.37; number 94, H, carries 0.38; number 95, H, carries 0.76; number 96, H, carries 0.29; number 97, H, carries 0.22; number 98, H, carries 0.42; number 99, H, carries 0.34



No. 5
The following is a DFT calculation (the ωB97M-V functional and the def2-TZVPD basis) of a 2-piece molecular cluster, C2H10NO overall.

Properties
* lowest unoccupied orbital energy: -3.4 eV
* M: 64.11 g mol⁻¹
* energy above the lowest of the compared OMol25 structures with the same formula, charge and spin: 2.9 kcal/mol
* gap between HOMO and LUMO: 13.0 eV
* max |F|: 0.9 eV Å⁻¹

```
! wB97M-V def2-TZVPD RIJCOSX def2/J DEFGRID3
* xyz 1 1
O -2.2698 1.5517 -0.6983
H -3.1046 1.4471 -0.2305
H -0.4443 0.7368 -0.5898
H -2.3489 2.2737 -1.3314
C 1.5305 -1.4099 -0.0678
C 0.2972 -0.8077 0.5674
N 0.2019 0.6713 0.2024
H 1.3776 -1.6036 -1.1255
H 2.3890 -0.7549 0.0509
H 1.7823 -2.3558 0.4160
H -0.6462 -1.2095 0.2299
H 0.3745 -0.8480 1.6441
H -0.2494 1.2257 0.9278
H 1.1102 1.0833 0.0047
*
```

Charges obtained by Mulliken population analysis, quoted in units of e: number 1, O, carries -0.64; number 2, H, carries 0.31; number 3, H, carries 0.36; number 4, H, carries 0.31; number 5, C, carries -1.14; number 6, C, carries -0.25; number 7, N, carries -0.31; number 8, H, carries 0.35; number 9, H, carries 0.37; number 10, H, carries 0.33; number 11, H, carries 0.30; number 12, H, carries 0.33; number 13, H, carries 0.34; number 14, H, carries 0.34



Which value of M does entry 1 give? 183.29 g mol⁻¹